Density functional theory data (ωB97M-V with the def2-TZVPD basis set) for a gas-phase ion, C9H13N2 (charge +1) at a distorted geometry.

The geometry in XYZ format:
```
24
Properties=species:S:1:pos:R:3
C -2.9051 -1.8494 0.1843
C -3.8128 -1.1033 -0.3771
C -1.7175 -2.0667 0.6213
C -3.8843 0.1023 -0.6344
C -0.8961 -0.7596 0.3162
C -4.2190 1.3664 -1.0960
C 1.8019 0.2739 -1.0723
C 2.6093 -1.0013 1.2118
C 1.5050 -0.1846 0.4352
N -1.4573 0.2791 0.0109
N 0.3828 -1.0747 0.5052
H -1.2280 -2.7145 1.3144
H -3.5199 2.0121 -0.6116
H -5.1659 1.4529 -0.7566
H -4.1426 1.4993 -2.1771
H 1.0433 0.8888 -1.4464
H 2.7815 0.6928 -1.2379
H 1.8017 -0.6675 -1.6419
H 3.5439 -0.5796 1.0057
H 2.6071 -1.9824 0.9555
H 2.4810 -0.9342 2.3372
H 1.3108 0.7418 1.1181
H -0.8297 1.0716 -0.2620
H 0.6303 -2.0528 0.4063
```

Computed properties:
Total energy ... -459.792557 Eh
LUMO ... -5.49 eV
Frontier orbital gap ... 7.87 eV
ΔE to the lowest compared entry with this formula, charge and spin ... 581.5 kJ/mol
Charge ... +1
E_HOMO ... -13.3663 eV

Density functional theory data (ωB97M-V with the def2-TZVPD basis set) for 2 unconnected molecules or ions with the total composition C9H13N2O at a distorted geometry.

The geometry in XYZ format:
```
25
Properties=species:S:1:pos:R:3
C -2.3014 -3.2878 -0.3625
C -1.5967 -2.2823 -0.2668
C -2.2285 0.4114 0.7483
C 0.0922 -0.4351 1.7897
C -1.5866 1.5638 -1.3848
C -0.2242 1.7107 -0.6570
C 1.2329 0.0482 0.8707
C -0.8495 -0.1922 0.7209
C 2.2598 -1.0929 0.6561
N -2.5071 1.1158 -0.4179
N 0.2017 0.3429 -0.2231
O -3.0216 0.3643 1.6986
H -2.5048 -4.3062 -0.6740
H -0.1181 -1.2815 2.3852
H -0.1151 0.3642 2.4850
H -1.8075 2.4408 -1.8701
H -1.5713 0.8849 -2.3141
H 0.5827 2.1095 -1.2899
H -0.3769 2.3546 0.2433
H 1.6421 0.8482 1.4098
H 2.2483 -1.7251 1.5672
H 3.3310 -0.6346 0.6189
H 2.1867 -1.7257 -0.1429
H -3.4428 1.4941 -0.5006
H 0.4709 -0.1792 -1.1029
```

Computed properties:
Total energy ... -534.966608 Eh
LUMO (spin up / spin down) ... -5.78 / -5.78 eV
Frontier orbital gap (spin up / spin down) ... 7.62 / 7.62 eV
ΔE to the lowest compared entry with this formula, charge and spin ... 841.1 kJ/mol
Charge ... +1
E_HOMO (spin up / spin down) ... -13.3960 / -13.3964 eV

Density functional theory data (ωB97M-V with the def2-TZVPD basis set) for a gas-phase ion, C9H13N2O3 (charge -1) at a distorted geometry.

The geometry in XYZ format:
```
27
Properties=species:S:1:pos:R:3
C 1.0275 -0.3450 -0.5444
C -0.2247 1.5174 0.2329
C -0.0597 -1.2448 0.0265
C 3.3157 0.1904 -0.2071
C -1.4697 0.7276 -0.1783
C 4.4586 -0.0436 0.8703
C -1.4143 0.8200 -1.7606
C -2.7486 1.2046 0.5196
C -2.4220 -1.7112 0.2819
N -1.3349 -0.7220 0.0766
N 2.2076 -0.5530 0.1645
O -0.2628 2.6807 0.4712
O 0.0957 -2.4367 0.2119
O 3.3623 1.0342 -1.0623
H 4.9568 0.9693 0.9267
H 4.9950 -0.8944 0.4490
H 4.0606 -0.3892 1.7677
H -2.1904 0.2351 -2.1999
H -0.5256 0.2912 -2.0409
H -1.3825 1.7917 -2.0978
H -3.6540 1.0624 0.0106
H -2.6510 2.2717 0.6130
H -2.5504 0.7930 1.4679
H -3.1658 -1.3676 0.9984
H -2.7582 -2.0327 -0.7368
H -2.0559 -2.6714 0.8199
H 2.3907 -1.1776 0.9197
```

Computed properties:
Total energy ... -685.881110 Eh
LUMO (spin up / spin down) ... 3.51 / 3.51 eV
Frontier orbital gap (spin up / spin down) ... 5.97 / 5.98 eV
ΔE to the lowest compared entry with this formula, charge and spin ... 0.0 kJ/mol
Charge ... -1
E_HOMO (spin up / spin down) ... -2.4691 / -2.4717 eV

Density functional theory data (ωB97M-V with the def2-TZVPD basis set) for 2 unconnected molecules or ions with the total composition C9H13N2O3 at a distorted geometry.

The geometry in XYZ format:
```
27
Properties=species:S:1:pos:R:3
C -1.4481 0.9411 -2.9118
C -1.3485 0.5904 -0.6539
C 0.0605 -1.1280 0.1030
C 1.0666 -1.3521 2.1780
C -2.8169 1.5141 -2.8621
C -2.2044 1.7797 -0.3995
C -3.3481 1.6019 -1.4286
C 4.3173 -2.8694 2.2160
C 3.2426 -2.0467 2.8834
N -0.8909 0.4383 -1.8788
N -1.0073 -0.2951 0.3081
O 0.4789 -1.5959 -0.8955
O 0.3585 -0.9563 3.0300
O 2.1751 -1.8204 1.8768
H -0.8810 0.9625 -3.8318
H -2.7295 2.5089 -3.3149
H -3.5011 0.9521 -3.5018
H -2.5924 1.8077 0.6177
H -1.6643 2.7071 -0.6037
H -4.0313 2.4461 -1.3398
H -3.9057 0.6970 -1.1795
H 4.6509 -2.3869 1.3002
H 5.1664 -2.9552 2.8912
H 3.9575 -3.8664 1.9809
H 3.6088 -1.0606 3.1807
H 2.8003 -2.5526 3.7447
H -1.2883 -0.1089 1.2682
```

Computed properties:
Total energy ... -685.644641 Eh
LUMO (spin up / spin down) ... -4.87 / -4.87 eV
Frontier orbital gap (spin up / spin down) ... 6.68 / 6.67 eV
ΔE to the lowest compared entry with this formula, charge and spin ... 80.5 kJ/mol
Charge ... +1
E_HOMO (spin up / spin down) ... -11.5496 / -11.5493 eV

Density functional theory data (ωB97M-V with the def2-TZVPD basis set) for 2 unconnected molecules or ions with the total composition C9H13N3O at a distorted geometry.

The geometry in XYZ format:
```
26
Properties=species:S:1:pos:R:3
C -3.6041 0.2792 1.0988
C -3.1328 -0.9815 1.5339
C -2.6494 1.2097 0.8257
C -1.7747 -1.2573 1.6221
C -1.2719 1.0211 1.0650
C -0.8000 -0.2281 1.4106
C 1.2439 -0.0837 -1.9412
C 2.6867 0.1286 -1.4675
C 0.5874 -1.9923 -0.6176
N 0.6856 -1.4122 -1.6236
N 0.5534 -0.5778 1.5129
N 3.1993 1.3165 -2.3331
O 1.4082 0.5417 1.4541
H -4.6693 0.2471 1.0192
H -3.9791 -1.6797 1.6857
H -2.9394 2.1797 0.5654
H -1.2882 -2.0981 1.8644
H -0.4750 1.6860 0.8699
H 0.6629 0.5721 -1.4552
H 0.9428 0.0160 -3.0202
H 2.6034 0.1411 -0.3568
H 3.1502 -0.7476 -1.8029
H 0.5002 -2.8683 -0.0542
H 1.8199 0.7172 2.3333
H 4.0049 1.7726 -1.9577
H 2.5349 2.0977 -2.2310
```

Computed properties:
Total energy ... -590.000587 Eh
LUMO (spin up / spin down) ... -0.22 / -0.41 eV
Frontier orbital gap (spin up / spin down) ... 6.52 / 6.16 eV
ΔE to the lowest compared entry with this formula, charge and spin ... 725.5 kJ/mol
E_HOMO (spin up / spin down) ... -6.7420 / -6.5692 eV

Density functional theory data (ωB97M-V with the def2-TZVPD basis set) for a single C9H13N3O2 molecule at a distorted geometry.

The geometry in XYZ format:
```
27
Properties=species:S:1:pos:R:3
C -0.4598 1.1422 -2.7752
N -0.4906 -0.0985 -2.0215
C -0.7814 -1.3760 -2.4830
N -0.7230 -2.3484 -1.5672
C -0.4036 -1.6646 -0.4178
C -0.3478 -0.3559 -0.6312
C 0.0526 0.7387 0.8079
C -0.7268 1.9812 1.0355
C 1.5243 1.1794 0.4922
O 1.8263 1.3519 -0.6589
O 2.3599 1.1201 1.4900
N 0.1326 -0.0651 2.0222
C 0.6563 -1.3901 1.7856
C -0.2549 -2.2441 0.9258
H -0.0868 0.9598 -3.9228
H -1.4131 1.5677 -2.8243
H 0.2412 1.9393 -2.2603
H -0.8205 -1.6187 -3.6161
H -0.2930 2.2999 1.9406
H -1.7607 1.7786 1.1235
H -0.4550 2.7589 0.2829
H 1.7509 0.9890 2.2636
H -0.6758 0.0301 2.7145
H 0.8265 -1.9220 2.7763
H 1.6553 -1.3638 1.3462
H -1.2811 -2.1025 1.3202
H -0.0520 -3.2871 0.8515
```

Computed properties:
Total energy ... -665.434088 Eh
LUMO ... 0.64 eV
Frontier orbital gap ... 9.03 eV
SMILES string ... Cn1cnc2c1[C@](C)(C(=O)O)NCC2
ΔE to the lowest compared entry with this formula, charge and spin ... 93.3 kJ/mol
E_HOMO ... -8.3896 eV

Density functional theory data (ωB97M-V with the def2-TZVPD basis set) for a molecular structure, C9H13N3PdS5.

The geometry in XYZ format:
```
31
Properties=species:S:1:pos:R:3
Pd -0.8287 -0.5323 -0.1077
S -3.1806 -2.6425 0.9302
S -3.5600 -2.9933 -1.0511
S -3.7724 -1.1932 -1.9956
S -1.8791 -0.3533 -2.3134
S 1.0181 2.7371 -0.8643
C 1.9438 1.6999 -1.7777
N 1.3469 0.5517 -2.2516
C 1.9968 -0.4463 -2.8479
C 3.3242 -0.2849 -3.1368
C 3.8896 0.9325 -2.7334
N 3.2628 1.8875 -2.0896
H 0.3799 0.3903 -1.9425
H 1.4130 -1.3360 -3.0392
H 3.9025 -1.0620 -3.6102
H 4.9386 1.1280 -2.9494
C -2.1353 1.0402 1.6107
C -1.3711 0.0364 2.4909
C -1.1301 0.6686 3.8616
C -0.0967 -0.3783 1.7673
H -3.1422 1.2347 1.9886
H -2.3365 0.7228 0.5668
H -1.5886 1.9854 1.5463
H -2.0030 -0.8472 2.6007
H -0.5014 1.5594 3.7647
H -0.6217 -0.0292 4.5327
H -2.0745 0.9664 4.3306
H 0.3559 -1.2802 2.1761
H 0.6369 0.4376 1.7512
N 1.3045 -2.7061 -0.7184
C 0.5086 -1.8936 -0.4895
```

Computed properties:
Total energy ... -2633.888270 Eh
LUMO ... 4.85 eV
Frontier orbital gap ... 5.03 eV
ΔE to the lowest compared entry with this formula, charge and spin ... 56.3 kJ/mol
Charge ... -2
E_HOMO ... -0.1809 eV

Density functional theory data (ωB97M-V with the def2-TZVPD basis set) for a molecular structure, C9H13N4O5PS5SeTi at a distorted geometry.

The geometry in XYZ format:
```
39
Properties=species:S:1:pos:R:3
Ti -0.3916 0.1043 0.8228
S -2.9117 -5.1703 5.0404
C -2.4601 -3.9254 4.0781
S -2.6199 -3.9465 2.3485
C -1.9723 -2.3532 2.0434
C -1.5731 -1.6548 3.1380
S -0.9147 -0.0488 3.0936
S -1.7573 -2.4548 4.6801
S -1.9277 -1.7307 0.4277
C 1.2926 1.6410 -4.5947
N 2.0699 1.6520 -3.2858
C 3.1230 0.5268 -3.3294
N 2.5164 -0.7208 -3.6297
C 1.7626 -0.6517 -4.8714
N 0.7147 0.3656 -4.8361
C -0.3527 0.0304 -3.8826
P 0.2579 -0.1402 -2.1325
C 1.1502 1.4907 -2.1129
C 1.7117 -1.2275 -2.5124
H 2.0055 1.8892 -5.3837
H 0.5293 2.4159 -4.5208
H 2.5618 2.5404 -3.1895
H 3.5985 0.5123 -2.3485
H 3.8279 0.8125 -4.1127
H 1.3097 -1.6222 -5.0693
H 2.4491 -0.4119 -5.6875
H -0.8106 -0.9093 -4.1953
H -1.1308 0.7956 -3.9223
H 1.7535 1.5807 -1.2130
H 0.4139 2.2970 -2.1410
H 1.3507 -2.2288 -2.7549
H 2.3291 -1.3069 -1.6193
O -2.0000 1.8835 -1.0104
N -1.5785 1.3586 -0.0315
O 3.2997 0.4800 -0.1100
Se 2.3163 0.1406 1.1108
O 1.1961 -1.0256 0.5847
O 1.1014 1.3332 1.1507
O 2.9561 -0.1773 2.5103
```

Computed properties:
Total energy ... -6529.087306 Eh
LUMO (spin up / spin down) ... -0.81 / -1.25 eV
Frontier orbital gap (spin up / spin down) ... 6.15 / 5.75 eV
ΔE to the lowest compared entry with this formula, charge and spin ... 0.0 kJ/mol
⟨S²⟩ ... 2.02
Multiplicity ... 3
E_HOMO (spin up / spin down) ... -6.9589 / -7.0017 eV

Density functional theory data (ωB97M-V with the def2-TZVPD basis set) for a single C9H13N5 molecule at a distorted geometry.

The geometry in XYZ format:
```
27
Properties=species:S:1:pos:R:3
H 3.6522 -0.8015 2.9593
N 3.0130 -1.1592 2.0997
N 1.8183 -0.8448 2.2648
C 0.9618 -1.3123 1.1532
N -0.0241 -2.2574 1.6081
N -1.1744 -2.0014 1.3884
C -1.2844 -0.7350 0.5615
C -1.8302 -1.0385 -0.8186
C -2.2683 0.2332 1.2825
C 0.1738 -0.0643 0.6024
C 0.6569 0.5833 -0.6167
C 1.2264 0.2469 -1.8730
C 1.4123 1.4336 -2.6325
C 0.8484 2.5016 -1.9698
N 0.3976 1.9494 -0.7516
H 1.4303 -1.7280 0.2781
H -2.6961 -1.4848 -0.6510
H -1.1996 -1.7474 -1.3009
H -2.1321 -0.2305 -1.5803
H -2.3378 1.0782 0.6688
H -1.8032 0.4191 2.2552
H -3.1899 -0.3310 1.4558
H 0.1937 0.5680 1.5172
H 1.5732 -0.7325 -2.1643
H 1.7659 1.5242 -3.6328
H 0.7533 3.5657 -2.1481
H 0.0629 2.3654 0.0446
```

Computed properties:
Total energy ... -624.389851 Eh
LUMO ... 0.39 eV
Frontier orbital gap ... 8.58 eV
SMILES string ... [H]/N=N/[C@H]1N=NC(C)(C)[C@@H]1c1ccc[nH]1
ΔE to the lowest compared entry with this formula, charge and spin ... 338.9 kJ/mol
E_HOMO ... -8.1897 eV

Density functional theory data (ωB97M-V with the def2-TZVPD basis set) for 2 unconnected molecules or ions with the total composition C9H13NO at a distorted geometry.

The geometry in XYZ format:
```
24
Properties=species:S:1:pos:R:3
C -1.6121 1.9199 0.1547
N -1.2239 0.9119 -0.6744
C -1.8470 0.7574 -1.7939
C -1.6056 -0.5354 -2.5825
O -2.7116 1.6665 -2.1410
H -2.2950 2.8186 -0.3287
H -1.9190 1.5860 1.1537
H -0.5874 2.4961 0.4754
H -0.6326 0.2259 -0.0458
H -1.3374 -1.3514 -1.7721
H -0.8283 -0.4934 -3.3405
H -2.6720 -0.6821 -2.8287
C 2.1129 0.3176 1.9385
C 2.6597 -0.0468 0.8043
C 2.2491 -1.1984 0.0950
C 1.3033 -2.0141 0.6199
C 0.6477 -1.7033 1.7894
C 1.1116 -0.6037 2.4488
H 2.4712 1.2167 2.4170
H 3.4490 0.5902 0.4019
H 2.7479 -1.5502 -0.7539
H 1.2821 -3.0086 0.1873
H -0.1914 -2.3432 1.9570
H 0.6561 -0.5787 3.4803
```

Computed properties:
Total energy ... -480.645019 Eh
LUMO ... 0.69 eV
Frontier orbital gap ... 9.88 eV
SMILES string ... CNC(C)=O.c1ccccc1
ΔE to the lowest compared entry with this formula, charge and spin ... 294.7 kJ/mol
E_HOMO ... -9.1890 eV

Density functional theory data (ωB97M-V with the def2-TZVPD basis set) for 2 unconnected molecules or ions with the total composition C9H13NO at a distorted geometry.

The geometry in XYZ format:
```
24
Properties=species:S:1:pos:R:3
C -2.7319 -0.5331 -0.8140
C -1.3825 -1.1477 -0.9535
C -1.4408 -2.4892 -1.3929
C -0.3123 -3.1924 -1.6281
C 0.8939 -2.5356 -1.8466
C 0.9909 -1.1503 -1.5320
C -0.0905 -0.5070 -0.8886
H -3.4193 -0.7150 -1.6436
H -2.7299 0.5239 -0.8523
H -3.1783 -0.9956 0.1152
H -2.4379 -2.8992 -1.4513
H -0.5032 -4.2488 -1.7625
H 1.7284 -3.1876 -2.0002
H 1.9624 -0.7000 -1.6906
H 0.0433 0.5397 -0.5749
C 2.4932 2.8738 1.9035
C 1.0058 2.9396 2.2853
N 0.2517 1.8653 2.4921
O 0.5004 4.0597 2.2760
H 3.0326 2.3227 2.6220
H 2.8485 3.8779 1.7469
H 2.6600 2.3703 0.9572
H -0.8039 2.0096 2.3116
H 0.6196 0.9188 2.3214
```

Computed properties:
Total energy ... -480.711469 Eh
LUMO ... 0.60 eV
Frontier orbital gap ... 9.58 eV
SMILES string ... Cc1ccccc1.CC(N)=O
ΔE to the lowest compared entry with this formula, charge and spin ... 120.3 kJ/mol
E_HOMO ... -8.9809 eV

Density functional theory data (ωB97M-V with the def2-TZVPD basis set) for a single C9H13NO molecule at a distorted geometry.

The geometry in XYZ format:
```
24
Properties=species:S:1:pos:R:3
C 2.4932 0.4748 -0.3181
C 1.0338 0.6119 0.0053
C 0.1544 -0.4848 0.0679
C 0.6399 -1.8781 -0.0396
C -1.2585 -0.0833 0.4856
C -2.3920 -0.8218 -0.3301
N -3.6520 -0.3572 0.0494
C -4.7653 -0.0901 -0.1268
O -5.9023 0.1638 -0.0426
C -1.1987 1.4074 0.3476
C 0.2556 1.8765 0.2849
H 2.7049 -0.5630 -0.0203
H 3.1365 1.2792 0.1120
H 2.6609 0.4917 -1.3348
H -0.1707 -2.6601 -0.1141
H 1.3166 -1.8980 0.7982
H 1.1459 -2.2066 -0.9957
H -1.3734 -0.3048 1.6492
H -2.3606 -1.9647 -0.1772
H -2.2671 -0.6460 -1.3688
H -1.8437 2.0061 1.0193
H -1.6802 1.5550 -0.7323
H 0.5516 2.6341 -0.4918
H 0.5426 2.4854 1.2001
```

Computed properties:
Total energy ... -480.674197 Eh
LUMO ... 0.73 eV
Frontier orbital gap ... 9.09 eV
SMILES string ... CC1=C(C)[C@H](CN=C=O)CC1
ΔE to the lowest compared entry with this formula, charge and spin ... 218.1 kJ/mol
E_HOMO ... -8.3611 eV